# 1
Here is a 2-piece molecular cluster, C4H10NO3 overall from the OMol25 dataset. Energies are from wB97M-V/def2-TZVPD.

Results
* net charge: -1
* M: 120.13 g/mol
* relative energy (zero: lowest compared OMol25 entry of this formula, charge and spin): 7.44 kcal per mole
* strongest force on any atom: 1.6 eV/A
* E_LUMO: 0.1324 Ha
* energy: -11945.074 eV

Atoms and positions in Å:
C 0.1476 -0.4197 -0.9977
N -1.1537 0.1738 -0.7247
C -1.2307 1.2633 0.2179
O -2.3857 1.6549 0.5278
O -0.1561 1.7436 0.6828
C 0.4480 -1.7734 -0.3055
C 1.9327 -2.0913 -0.3889
H 0.8909 0.2201 -0.5302
H 0.2663 -0.3452 -2.0888
H -1.9456 -0.4356 -0.6235
H 0.1234 -1.5079 0.7048
H -0.1806 -2.5611 -0.7295
H 2.5096 -1.2113 -0.0911
H 2.2192 -2.8877 0.3045
H 2.3256 -2.3959 -1.3612
H -1.9460 3.4743 1.5333
H -0.6341 3.1683 1.8643
O -1.2307 3.9307 2.0057

# 2
Here is a 2-piece molecular cluster, C4H10NO3 overall from the OMol25 dataset. Energies are from wB97M-V/def2-TZVPD.

Results
* net charge: -1
* M: 120.13 g/mol
* relative energy (zero: lowest compared OMol25 entry of this formula, charge and spin): 64.73 kcal per mole
* strongest force on any atom: 3.0 eV/A
* E_LUMO: 0.1219 Ha
* energy: -11942.590 eV

Atoms and positions in Å:
C -0.4652 -1.4270 1.5067
O 0.1430 -2.4424 2.1131
C 0.0689 -1.3594 0.0115
C -0.7005 -0.2070 -0.7389
C 0.1384 0.9684 -1.1276
N 0.0714 1.2511 -2.5014
O 0.7443 1.7326 -0.4087
H -1.5926 -1.4001 1.4900
H -0.2523 -0.3878 1.9276
H 1.0758 -0.9659 0.0348
H 0.0269 -2.3465 -0.4268
H -1.0216 -0.7062 -1.6732
H -1.5781 0.1429 -0.1925
H 0.3559 2.1214 -2.9022
H -0.3953 0.5336 -3.0386
H 1.2252 1.4733 1.2265
H 0.8194 1.1653 2.5654
O 1.3365 1.8538 2.1344

# 3
Here is C4H10NO3 as an isolated structure from the OMol25 dataset. Energies are from wB97M-V/def2-TZVPD.

Results
* net charge: -1
* M: 120.13 g/mol
* relative energy (zero: lowest compared OMol25 entry of this formula, charge and spin): 119.14 kcal per mole
* strongest force on any atom: 4.4 eV/A
* E_LUMO: 0.1252 Ha
* energy: -11940.230 eV

Atoms and positions in Å:
O -3.4447 0.5581 -0.3521
C -2.3183 0.3018 -0.8298
C -1.2242 -0.3940 -0.0635
C 0.1428 0.1152 -0.5466
C 1.2765 -0.8883 -0.2695
O 2.4875 -0.3354 -0.5151
N -1.6943 -0.6088 1.2858
H -2.0257 0.8193 -1.7529
H -1.9743 -0.8593 -1.0015
H 0.0496 0.4579 -1.5745
H 0.4365 0.9681 0.0837
H 1.0750 -1.7773 -0.9189
H 1.1393 -1.2333 0.7774
H -2.4084 -1.3250 1.2006
H -2.1775 0.2607 1.4687
H 3.7317 1.9752 0.7484
H 3.3297 0.5036 0.4539
O 3.9347 1.0928 1.0482

# 4
Here is a 2-piece molecular cluster, C4H10NO3 overall from the OMol25 dataset. Energies are from wB97M-V/def2-TZVPD.

Results
* net charge: -1
* M: 120.13 g/mol
* relative energy (zero: lowest compared OMol25 entry of this formula, charge and spin): 198.02 kcal per mole
* strongest force on any atom: 3.4 eV/A
* E_LUMO: -0.0018 Ha
* energy: -11936.810 eV

Atoms and positions in Å:
C 0.0379 -0.1270 -1.5689
N 1.0950 -1.2003 -1.5648
C 0.9382 0.6205 0.8041
C -0.2416 0.1214 0.0005
C -0.9078 -1.1926 0.5342
O -0.0255 -2.1591 0.7325
O -1.0765 -0.2710 -2.1849
H 0.5977 0.7392 -1.9784
H 1.0186 -1.6512 -2.4804
H 0.5725 1.5180 1.3121
H 1.2261 -0.1981 1.4691
H 1.8164 0.9270 0.2271
H -0.9477 0.9575 0.0128
H -1.2858 -0.8291 1.5092
H -1.7545 -1.4434 -0.1130
H 0.7888 -1.9080 -0.8584
H -1.2130 3.4182 2.1991
O -0.6387 2.6781 1.9483

# 5
Here is a 3-piece molecular cluster, C4H10NO3 overall from the OMol25 dataset. Energies are from wB97M-V/def2-TZVPD.

Results
* net charge: -1
* M: 120.13 g/mol
* relative energy (zero: lowest compared OMol25 entry of this formula, charge and spin): 225.43 kcal per mole
* strongest force on any atom: 3.3 eV/A
* E_LUMO: -0.0280 Ha
* energy: -11935.621 eV

Atoms and positions in Å:
C 0.8581 0.3044 -0.5361
N 1.7939 1.3387 -0.1912
C 2.6222 0.9184 0.7606
O 2.7782 -0.2435 1.2601
O 0.1482 -1.7905 -2.1077
C -0.4308 0.2440 0.2807
C -1.2903 -0.9833 -0.0275
H 1.3439 -0.6812 -0.4924
H 0.5202 0.3587 -1.5931
H 3.2632 1.6960 1.1247
H -0.1952 0.3145 1.3310
H -1.0086 1.1806 0.0442
H -1.1920 -1.8015 0.6540
H -2.3632 -0.7345 -0.0063
H -0.9902 -1.3514 -1.0869
H -0.0649 -2.6302 -2.4453
H -3.1317 2.2524 1.7576
O -2.6610 1.6086 1.2732

# 6
Here is a 2-piece molecular cluster, C4H10NO3 overall from the OMol25 dataset. Energies are from wB97M-V/def2-TZVPD.

Results
* net charge: +1
* M: 120.13 g/mol
* relative energy (zero: lowest compared OMol25 entry of this formula, charge and spin): 116.40 kcal per mole
* strongest force on any atom: 4.1 eV/A
* E_LUMO: -0.1414 Ha
* energy: -11931.564 eV

Atoms and positions in Å:
C -1.2037 -1.6887 -1.6361
C -0.9371 1.7082 0.7283
C 2.7384 0.2630 0.5054
C 0.4010 -0.2776 0.5554
N -0.5821 -1.0958 0.9716
O -1.9156 -1.8064 -2.7040
O 0.2691 1.0733 0.4522
O 1.6659 -0.6661 0.6173
H -0.8349 -0.6381 -1.7135
H -0.6792 2.7202 0.9989
H -1.4247 1.2295 1.6213
H -1.5861 1.8301 -0.1224
H 2.2747 1.3179 0.8319
H 3.1245 0.5976 -0.5358
H 3.5614 -0.1661 1.2298
H -2.2567 -2.7037 -2.7619
H -0.2265 -1.9842 1.1103
H -1.5576 -1.0163 0.6965

# 7
Here is a 2-piece molecular cluster, C4H10NO4 overall from the OMol25 dataset. Energies are from wB97M-V/def2-TZVPD.

Results
* net charge: -1
* M: 136.13 g/mol
* relative energy (zero: lowest compared OMol25 entry of this formula, charge and spin): 33.67 kcal per mole
* strongest force on any atom: 2.1 eV/A
* E_LUMO: 0.1411 Ha
* energy: -13991.067 eV

Atoms and positions in Å:
C -0.7548 0.9840 -0.2542
C -0.2596 1.0001 1.2451
C 0.7220 -0.1493 1.5744
O 2.0772 0.0766 1.3440
N -0.2760 -0.1254 -1.0072
C -1.0966 -1.1074 -1.2815
O -2.4927 -0.9132 -1.1077
O -0.8228 -2.1394 -1.9280
H -1.8782 1.0621 -0.2683
H -0.4468 1.9489 -0.6451
H 0.3343 1.8842 1.5283
H -1.0400 1.1049 2.0258
H 0.4627 -1.0915 1.0961
H 0.5919 -0.2489 2.6536
H 1.5412 -0.9575 -1.5280
H -2.9115 -1.5927 -0.5705
H 1.6924 0.5007 -1.7412
H 2.3269 0.0359 0.3959
O 2.2304 -0.2720 -1.5315

# 8
Here is a 2-piece molecular cluster, C4H10NO4 overall from the OMol25 dataset. Energies are from wB97M-V/def2-TZVPD.

Results
* net charge: -1
* M: 136.13 g/mol
* relative energy (zero: lowest compared OMol25 entry of this formula, charge and spin): 3.97 kcal per mole
* strongest force on any atom: 0.8 eV/A
* E_LUMO: 0.1340 Ha
* energy: -13992.356 eV

Atoms and positions in Å:
C -0.4812 1.3240 -0.1138
C 0.3581 0.8258 1.0716
C 1.8445 0.7426 0.7563
O 2.2183 -0.4592 0.0560
N -0.5384 0.3943 -1.2185
C -1.6650 -0.4342 -1.4586
O -1.7316 -0.9541 -2.5871
O -2.4313 -0.5943 -0.4703
H -0.0891 2.2752 -0.4851
H -1.5088 1.4324 0.2185
H 0.0742 -0.2114 1.2486
H 0.1124 1.4519 1.9331
H 2.1653 1.5525 0.1047
H 2.4958 0.7699 1.6398
H 1.4903 -1.0946 0.1050
H 0.0526 0.5599 -2.0141
H -0.8714 -2.6861 -0.3507
H -0.9426 -2.0648 1.0063
O -0.5523 -2.8299 0.5584

# 9
Here is a 2-piece molecular cluster, C4H10NO5S2 overall from the OMol25 dataset. Energies are from wB97M-V/def2-TZVPD.

Results
* net charge: -1
* M: 216.26 g/mol
* relative energy (zero: lowest compared OMol25 entry of this formula, charge and spin): 92.25 kcal per mole
* strongest force on any atom: 4.7 eV/A
* E_LUMO (spin up / spin down): 0.1243 / 0.1243 Ha
* energy: -37704.904 eV

Atoms and positions in Å:
C 0.7276 2.2298 0.3923
C 2.1482 -2.1367 0.5556
C -0.1233 1.0099 0.2718
C 0.2278 -1.2661 -0.4708
N 0.3495 0.0491 -0.7293
O -2.6022 1.9008 1.1023
O -2.1001 -0.7068 0.4756
O -1.7064 2.6808 -1.1042
O -1.4839 -3.0857 -0.0156
O 0.2943 -2.0074 -1.5952
S -2.0377 1.2401 -0.0774
S -1.0963 -1.8826 0.6821
H 0.1471 2.7990 1.0356
H 0.5941 2.7988 -0.5921
H 1.7002 2.2233 0.7407
H 2.7774 -1.3479 1.0811
H 2.6188 -2.7747 -0.2562
H 1.6665 -2.8413 1.3286
H -0.1568 0.4842 1.2246
H 0.3777 0.2679 -1.7986
H -2.4616 3.2385 -0.8827
H 0.1391 -2.8731 -1.3683

# 10
Here is one molecule with the formula C4H10NOP from the OMol25 dataset. Energies are from wB97M-V/def2-TZVPD.

Results
* net charge: 0
* M: 119.10 g/mol
* relative energy (zero: lowest compared OMol25 entry of this formula, charge and spin): 16.88 kcal per mole
* strongest force on any atom: 2.8 eV/A
* E_LUMO: 0.0367 Ha
* energy: -17136.236 eV

Atoms and positions in Å:
H -2.3798 -1.8718 1.9317
N -1.9288 -0.9950 1.5919
C -0.8789 -1.2811 0.8963
C -0.3019 -2.6434 0.6806
O -0.1105 -0.3685 0.2099
P 0.1457 1.2875 0.6450
C 1.6720 1.3813 -0.3507
C -1.0962 2.0472 -0.5815
H 0.7442 -2.5743 0.3806
H -0.5091 -3.3452 1.5462
H -0.8468 -2.9394 -0.2425
H 1.8557 0.6180 -1.0809
H 2.5635 1.2825 0.3258
H 1.7906 2.3372 -0.8729
H -1.2262 1.7511 -1.5964
H -0.8187 3.1649 -0.5395
H -2.1308 1.9509 -0.1852